1.
Here is C6H8 in the gas phase from the OMol25 dataset. Energies are from wB97M-V/def2-TZVPD.

```
14
Properties=species:S:1:pos:R:3:forces:R:3
C 1.3149 0.8266 -0.5945 0.1 0.0 0.0
C -0.1594 0.4452 -0.4038 -0.1 -0.1 0.1
C -0.4539 -1.0372 -0.7182 0.0 -0.1 0.0
C -0.8097 -1.7774 0.5395 0.0 0.5 -0.1
C -0.9033 -0.7102 1.5286 0.0 -0.1 0.0
C -0.5614 0.5029 1.0362 0.0 -0.1 -0.1
H 1.5184 1.8434 -0.2414 0.0 -0.1 -0.1
H 1.5923 0.7733 -1.6521 -0.1 0.0 0.2
H -0.7784 1.1359 -0.9947 0.1 -0.1 0.1
H 0.3570 -1.5423 -1.2589 -0.1 0.0 0.1
H -1.3359 -1.1507 -1.3689 0.1 0.0 0.1
H 1.9596 0.1371 -0.0373 -0.1 0.1 -0.1
H -1.1963 -0.8810 2.5621 0.0 0.0 -0.2
H -0.5436 1.4344 1.6035 0.0 -0.1 -0.1
```
Positions in Å, forces in eV/Å.

As for the LUMO energy: -0.3 eV. For the energy relative to the best compared isomer or geometry (same formula, charge and spin), the calculation gives 62.5 kcal per mole. For the HOMO energy, the calculation gives -8.0852 eV. As for the orbital gap: 7.768 eV.

---

2.
Here is a molecular structure, C6H8AgO5 from the OMol25 dataset. Energies are from wB97M-V/def2-TZVPD.

```
20
Properties=species:S:1:pos:R:3:forces:R:3
O -3.5954 0.9023 -0.1822 -0.6 0.2 0.2
C -2.5198 1.2393 -0.7391 -1.4 0.7 -0.7
O -2.4687 2.0482 -1.6988 0.0 0.3 -0.4
O -1.4002 0.6814 -0.2576 0.2 -0.4 0.3
C 0.6832 -0.4132 -0.5872 0.4 -0.4 -0.1
C -0.2379 0.6610 -1.0903 -0.1 0.3 -0.3
Ag -5.2235 2.5349 -1.6218 1.9 -1.0 0.7
H 2.0517 -0.4236 3.0853 0.0 0.2 0.2
H 1.4912 -0.0666 0.0613 -0.3 -0.2 -0.1
H -0.5359 0.4581 -2.1288 0.0 0.1 0.3
H 0.2439 1.6492 -1.0621 -0.1 -0.3 -0.1
O 2.5593 1.7504 3.9044 0.5 -0.1 0.4
C 2.9608 0.7089 4.3084 -0.7 0.9 -0.6
O 2.6415 -0.4818 3.8645 0.2 -1.0 0.0
C 0.1256 -1.7937 -0.3386 -0.1 0.0 0.0
C 1.0284 -1.5696 -1.5164 0.3 -0.1 0.2
H 0.5192 -2.3566 0.5073 -0.1 0.1 -0.2
H -0.9366 -1.9450 -0.5386 0.3 0.1 0.2
H 2.0273 -2.0089 -1.4554 -0.3 0.3 -0.1
H 0.5860 -1.5748 -2.5144 0.1 0.1 0.3
```
Positions in Å, forces in eV/Å.

Its expectation value of S² is 0.753. As for the LUMO energy: -2.3 eV. For the energy relative to the best compared isomer or geometry (same formula, charge and spin), the calculation gives 0.0 kcal per mole. The multiplicity is 2. For the HOMO energy, the calculation gives -8.7724 eV. As for the orbital gap: 6.500 eV.

---

3.
Here is a molecular structure, C6H8AgO6 from the OMol25 dataset. Energies are from wB97M-V/def2-TZVPD.

```
21
Properties=species:S:1:pos:R:3:forces:R:3
O -1.2836 -1.9220 -0.7411 -1.7 -0.1 -1.7
C -0.7621 1.3594 -0.5754 0.2 0.3 0.0
C -1.0667 -1.5998 -2.0559 0.5 0.1 -0.5
O -1.3834 2.3804 -0.3763 0.6 -0.8 0.2
O -0.8169 0.8265 -1.7820 -0.3 -0.3 -1.2
C -0.1939 -0.3731 -2.2838 0.3 0.4 0.3
H -2.0357 -1.4123 -2.5677 0.2 0.0 0.4
H -0.5751 -2.4129 -2.6348 0.0 0.0 0.2
H -0.0819 -0.1877 -3.3601 -0.1 -0.1 0.2
H 0.8072 -0.4780 -1.8585 -0.2 -0.2 0.2
H 2.9623 -0.8290 1.5341 -0.2 0.0 -0.2
O -0.8040 0.1084 1.3969 0.5 1.2 -0.7
O 1.2550 -0.5711 0.3570 0.6 1.5 -1.1
C 2.4216 -0.0663 0.9529 -0.4 0.1 -0.2
C 1.9095 1.0433 1.8615 -0.2 0.2 -0.1
O 0.8659 1.6386 1.0918 0.9 0.6 0.1
C 0.0125 0.6866 0.5899 -0.8 -0.1 2.0
H 3.0708 0.3527 0.1652 0.1 -0.1 0.3
H 2.6604 1.8178 2.0511 -0.2 -0.1 0.1
H 1.5038 0.6377 2.8001 0.1 0.1 -0.2
Ag -0.3250 -1.9301 0.9295 0.3 -2.8 2.0
```
Positions in Å, forces in eV/Å.

Its expectation value of S² is 2.005. As for the LUMO energy (spin up / spin down): 3.5 / 2.0 eV. For the energy relative to the best compared isomer or geometry (same formula, charge and spin), the calculation gives 21.7 kcal per mole. Its total charge is -1. The multiplicity is 3. For the HOMO energy (spin up / spin down), the calculation gives -1.3548 / -5.3288 eV. As for the orbital gap (spin up / spin down): 4.904 / 7.374 eV.

---

4.
Here is a molecular structure, C6H8B2Cl2F10NO18S2Y from the OMol25 dataset. Energies are from wB97M-V/def2-TZVPD.

```
50
Properties=species:S:1:pos:R:3:forces:R:3
Y 20.4948 2.9112 20.8963 4.0 2.2 -0.5
Cl 21.0672 5.7744 22.6049 -1.0 -0.7 1.6
O 21.4338 7.0000 21.9991 0.3 0.0 -0.2
O 20.9573 5.8800 24.0282 0.7 0.6 0.4
O 19.7430 5.3291 22.1796 -0.2 -0.8 -1.5
O 22.0027 4.6898 22.2925 -0.2 -0.3 -0.9
Cl 24.3346 2.2037 19.8943 2.0 0.7 0.8
O 25.5048 3.0026 20.1907 -0.4 0.2 -0.3
O 23.1757 3.0603 19.7971 -1.4 0.1 0.5
O 24.5131 1.5568 18.6368 -0.1 -0.7 -1.0
O 24.2086 1.2472 20.9493 -0.7 -0.6 0.2
N 18.3024 2.9591 20.6650 -6.0 -1.1 1.8
S 17.0877 3.9043 20.1851 1.5 6.7 -5.3
O 16.6293 4.9121 21.0854 -0.4 -1.4 1.0
O 16.1756 3.4020 19.2066 -0.1 -1.2 0.7
F 18.0228 4.8006 19.2578 0.2 -0.5 0.1
S 17.1539 2.1767 21.7140 2.6 -5.9 2.7
O 16.1146 1.3688 21.1430 0.0 1.5 -0.7
O 16.9355 2.7316 23.0012 0.3 0.6 -0.6
F 18.2152 0.9426 21.9538 -0.2 1.0 0.3
B 20.9965 1.8109 23.4883 2.5 -0.9 2.9
F 20.6178 0.5453 23.9259 -0.4 0.1 -0.5
F 21.6493 2.4838 24.5045 0.0 -0.3 -0.1
F 21.8490 1.6919 22.3560 0.1 0.0 -0.6
F 19.9829 2.6122 23.0508 -2.4 0.9 -0.7
B 20.7450 5.9982 18.7771 1.0 2.9 -1.8
F 19.8674 6.8361 19.4225 -0.3 -0.1 0.3
F 20.2546 5.7109 17.4768 -0.3 -1.1 0.4
F 21.9560 6.7361 18.4771 -0.4 -0.9 0.8
F 21.0191 4.8701 19.5743 -0.2 -1.3 0.4
C 19.7278 -2.7319 20.8187 0.0 -1.1 -0.4
C 21.1703 -2.7754 20.2994 -0.7 -0.4 -1.0
O 21.6059 -1.4326 20.4495 1.0 -0.8 -0.1
C 20.5560 -0.6551 20.5735 -0.4 0.5 0.5
O 20.6066 0.5332 20.4531 -0.5 0.1 0.0
O 19.4397 -1.3521 20.8627 0.0 0.4 -0.1
H 19.5216 -3.2559 21.7522 0.2 0.5 0.3
H 19.0912 -3.2095 20.0707 -0.2 0.2 0.1
H 21.0972 -3.0021 19.2316 0.2 0.3 -0.1
H 21.8387 -3.5477 20.6693 0.2 0.5 0.8
C 18.4898 2.3560 15.8034 1.1 -1.1 -1.2
C 19.4966 1.1408 15.5471 -1.7 0.9 0.2
O 20.3161 1.2148 16.7049 1.2 -1.4 -1.0
C 20.0254 2.2580 17.4397 -1.2 -0.3 2.6
O 20.4014 2.4033 18.5822 0.5 0.1 -1.0
O 19.0418 2.9494 16.9403 -0.7 1.5 0.0
H 17.4906 1.9742 16.0050 0.0 0.2 0.2
H 18.4720 3.0741 14.9861 0.0 0.0 0.1
H 20.0580 1.1541 14.6169 0.3 0.4 0.2
H 18.8841 0.2401 15.5559 0.4 -0.3 0.2
```
Positions in Å, forces in eV/Å.

As for the LUMO energy: 3.3 eV. Its total charge is -2. For the HOMO energy, the calculation gives -4.1311 eV. As for the orbital gap: 7.443 eV.

---

5.
Here is C6H8BNO4 in the gas phase from the OMol25 dataset. Energies are from wB97M-V/def2-TZVPD.

```
20
Properties=species:S:1:pos:R:3:forces:R:3
B 0.0573 -1.8443 -0.0845 3.8 3.2 1.4
C 2.4146 1.3920 -0.1098 -1.1 0.6 0.1
C 1.4935 2.3781 -0.1005 -0.5 -1.5 1.3
C 0.6538 -0.3121 -0.0075 -5.3 -0.6 0.1
C -0.4526 0.9504 -0.0335 3.3 -2.0 0.2
C 1.9965 -0.0091 -0.0241 2.2 0.9 -1.0
C -2.6167 -0.1186 0.2143 -0.6 -1.1 1.9
N 0.1526 2.1691 0.1478 0.9 0.8 -0.6
O 2.8735 -0.8931 -0.1655 -0.3 -0.2 0.3
O 0.7599 -2.7802 0.5241 0.8 -3.7 1.1
O -1.0259 -2.0643 -0.7272 -3.0 1.0 -2.6
O -1.7705 0.9808 -0.1072 -1.9 0.1 0.0
H 3.4367 1.6306 -0.1740 1.1 0.1 -0.2
H 1.6418 3.4168 -0.0579 1.1 1.1 -0.3
H -3.6641 0.2306 0.5573 1.7 -0.1 -1.3
H -2.2786 -0.6561 1.1929 -0.1 0.7 -1.7
H -2.5712 -0.8423 -0.6417 -0.8 1.0 1.2
H -0.2782 3.0620 -0.0186 -1.3 -0.5 0.1
H 0.4505 -3.7431 0.4574 0.6 2.2 0.1
H -1.2729 -2.9472 -0.8418 -0.7 -2.1 -0.3
```
Positions in Å, forces in eV/Å.

Its expectation value of S² is 2.046. As for the LUMO energy (spin up / spin down): 0.1 / -1.6 eV. The multiplicity is 3. For the HOMO energy (spin up / spin down), the calculation gives -4.9635 / -8.4512 eV. As for the orbital gap (spin up / spin down): 5.076 / 6.838 eV.

---

6.
Here is a molecular structure, C6H8Br2S from the OMol25 dataset. Energies are from wB97M-V/def2-TZVPD.

```
17
Properties=species:S:1:pos:R:3:forces:R:3
C 0.2585 -1.3383 -2.0851 -3.0 -2.6 -1.1
C 1.2551 -0.5030 -2.0796 -0.6 0.9 1.4
C -0.3432 0.4860 -0.0404 3.0 -6.3 -1.4
C -0.7999 -1.2882 -0.9609 3.0 2.9 1.0
C 0.1460 1.5667 1.9961 0.6 1.7 1.5
C -0.1943 0.2270 1.4287 -1.0 1.2 -0.4
S 1.3609 0.6735 -0.7979 -0.7 0.8 0.6
Br -2.5558 -1.1696 -1.5655 -0.8 -0.2 -0.2
Br -0.4424 -2.7249 0.3507 -0.4 0.4 -0.7
H 0.0535 -2.0909 -2.9587 0.6 1.4 1.9
H 2.0036 -0.4243 -2.7977 1.1 -0.1 -1.2
H -1.0203 1.1969 -0.3376 -1.7 1.5 -0.8
H -0.2766 1.8668 2.9741 -0.1 -0.5 -0.5
H -0.0980 2.3230 1.2883 -0.8 0.9 -0.4
H 1.2058 1.7886 2.0944 0.4 -0.7 0.1
H -1.1247 -0.1412 1.8226 -0.5 -0.2 0.2
H 0.5718 -0.4480 1.6685 0.9 -1.2 0.0
```
Positions in Å, forces in eV/Å.

As for the LUMO energy: 0.5 eV. For the energy relative to the best compared isomer or geometry (same formula, charge and spin), the calculation gives 37.7 kcal per mole. For the HOMO energy, the calculation gives -8.5437 eV. As for the orbital gap: 8.998 eV.

---

The evaluated calculated total energy for the records listed, in turn: -6348.071 -20584.271 -22631.564 -120985.660 -16705.031 -157269.413 eV.